Entry 1:
54
Properties=species:S:1:pos:R:3:forces:R:3 method="wB97M-V/def2-TZVPD" spin_multiplicity=1
O -3.39952 -2.41291 2.10620 -0.0789 -0.1239 0.2268
C -3.32399 -2.03681 0.96135 -0.3253 -0.0204 -0.4396
C -4.48948 -2.24585 -0.02092 -0.2146 -0.1599 0.5677
O -4.54521 -1.24060 -1.02637 0.0305 -0.3662 -0.4184
C -4.84774 -0.00960 -0.61610 -0.1277 0.4600 -0.1002
O -5.13934 0.28172 0.51214 -0.0274 -0.0875 0.0400
C -4.65237 1.01293 -1.73497 0.1967 -0.3228 0.0896
N -3.53535 1.84774 -1.33987 -0.2682 0.1626 -0.0343
C -2.27671 1.33961 -1.36846 0.0056 0.4672 0.1463
O -2.02210 0.28938 -1.93251 0.1013 -0.2571 -0.3591
C -1.25494 2.14802 -0.65104 0.1101 0.0688 0.1089
C -0.02646 2.41518 -1.24801 -0.2759 0.0501 0.0522
C 0.94393 3.12005 -0.56202 -0.0358 0.1746 0.1404
C 0.68081 3.51770 0.73699 -0.2435 -0.0353 -0.0485
F 1.61084 4.20513 1.41935 0.0034 -0.0756 -0.0613
C -0.52160 3.23527 1.36366 0.2176 0.1179 0.0208
C -1.49616 2.55558 0.65900 0.0632 -0.0101 -0.2050
N -2.25218 -1.43521 0.38906 0.1356 0.0907 -0.4991
C -1.09678 -0.97174 1.02451 0.3819 0.0270 0.3520
C -1.01146 -0.80536 2.40495 -0.1899 -0.0597 -0.0311
C 0.13937 -0.28472 2.97242 0.2057 0.0706 -0.1742
C 1.21968 0.06654 2.18052 0.0547 0.0910 0.2148
C 1.12773 -0.11550 0.81432 0.2422 0.1017 -0.3173
S 2.55589 0.25946 -0.19098 -0.0716 -0.4951 0.3555
O 3.24282 1.39140 0.35984 0.1553 -0.0579 0.2945
O 2.15923 0.32329 -1.57305 -0.0946 -0.2305 0.0346
N 3.47357 -1.10982 0.12949 -0.4907 0.9768 -0.1130
C 4.91260 -0.91897 0.22765 0.6036 0.3165 0.0591
C 5.46408 -1.46556 -1.08697 -0.0791 -0.0653 0.1549
C 4.57209 -2.68663 -1.30873 0.0201 0.1382 0.0529
C 3.20894 -2.23435 -0.76153 -0.5388 -0.6280 -0.2869
C -0.00572 -0.62865 0.22553 -0.0315 -0.0981 -0.0814
H -5.41525 -2.26068 0.56250 0.2277 -0.0219 -0.0584
H -4.36700 -3.19366 -0.54878 -0.0064 0.1205 0.0439
H -4.39786 0.49549 -2.66158 -0.1165 0.1400 0.0828
H -5.54330 1.62696 -1.85959 0.0477 -0.0887 0.0517
H -3.72805 2.63731 -0.74359 0.1058 -0.0348 -0.0724
H 0.16586 2.06437 -2.24903 0.0461 -0.0694 -0.0930
H 1.89983 3.33790 -1.00697 0.1184 0.0220 -0.0277
H -0.68172 3.54653 2.38365 0.0230 0.0298 0.1094
H -2.42972 2.30979 1.14526 -0.0973 -0.0402 0.0537
H -2.27759 -1.24676 -0.61137 -0.1515 0.0050 0.2216
H -1.84802 -1.08295 3.02483 -0.0174 -0.0085 0.0149
H 0.18805 -0.15177 4.04223 0.0140 0.0170 0.0954
H 2.12378 0.48424 2.59165 0.1006 0.0467 0.1701
H 5.28194 -1.50135 1.07862 0.0206 0.0800 -0.0469
H 5.11709 0.13652 0.39538 0.1830 -0.1089 0.0883
H 5.30821 -0.73436 -1.88089 0.0450 0.0487 -0.0271
H 6.52117 -1.71565 -1.02942 0.0520 0.0315 -0.0368
H 4.51106 -2.98038 -2.35419 -0.0154 -0.0782 -0.0017
H 4.94731 -3.53065 -0.72880 0.0083 -0.0394 -0.0360
H 2.70325 -3.02776 -0.20426 0.0154 0.0037 -0.1311
H 2.55195 -1.89055 -1.56351 0.0535 -0.2400 -0.0046
H -0.04542 -0.72931 -0.84757 -0.0903 -0.0351 -0.1374

***

Entry 2:
57
Properties=species:S:1:pos:R:3:forces:R:3 method="wB97M-V/def2-TZVPD" spin_multiplicity=1 charge=+2 relative_energy_kcal_mol=0.0
Pt -0.13099 0.41636 0.42062 0.5632 0.1412 -0.1493
S -1.04179 -1.66484 0.60217 -0.0341 -0.2645 -0.2609
C -2.44712 -1.58188 -0.45621 -0.0145 -0.0263 0.0846
C -3.34604 -2.64339 -0.46372 0.0313 0.0245 0.0349
C -4.46400 -2.60152 -1.28290 -0.0014 -0.0289 -0.0605
C -5.37645 -3.71007 -1.28682 -0.0447 0.0516 0.0259
N -6.10566 -4.59619 -1.26598 0.0144 -0.0125 0.0148
C -4.69431 -1.47786 -2.09263 0.0091 0.0023 -0.0023
C -3.79056 -0.42561 -2.08448 0.0294 0.0704 0.0418
C -2.66034 -0.48230 -1.27343 -0.0290 0.0875 -0.0200
S -1.50835 0.84882 -1.33332 -0.2893 0.2085 0.0248
C -5.87222 -1.38727 -2.90849 -0.0095 -0.0450 0.0227
N -6.82700 -1.29014 -3.53812 0.0155 0.0207 -0.0147
H -3.17799 -3.50912 0.16452 -0.0064 -0.0073 -0.0084
H -3.96983 0.43534 -2.71716 -0.0045 -0.0157 -0.0034
N 1.74653 4.17219 -0.24540 0.0287 0.0084 -0.0457
C 0.80239 3.53532 0.43813 0.0307 -0.0561 0.0368
N 0.87069 2.25390 0.11327 -0.0343 0.0946 -0.1706
C 1.88237 2.18207 -0.80270 0.0676 -0.0460 -0.0380
N 2.44130 3.33590 -1.04063 -0.0403 0.0168 0.0455
C 2.20090 0.88817 -1.40426 -0.0163 0.0153 0.0092
C 3.23877 0.66443 -2.29487 -0.0326 0.0234 -0.0224
N 3.46481 -0.54201 -2.80020 -0.0110 -0.0162 0.0173
C 2.66124 -1.52740 -2.42646 0.0300 0.0243 -0.0440
C 1.61119 -1.32872 -1.53433 -0.0065 0.0260 -0.0364
N 1.39597 -0.12019 -1.03224 -0.0323 -0.1926 0.0811
H 1.96961 5.15822 -0.23719 0.0060 -0.0025 0.0039
H 0.12099 3.99490 1.13528 -0.0165 -0.0044 -0.0176
H 3.88683 1.47733 -2.59906 0.0080 -0.0056 0.0015
H 2.84808 -2.50895 -2.84315 -0.0093 -0.0032 0.0027
H 0.94623 -2.12470 -1.22474 -0.0005 0.0092 0.0088
C -1.88875 -1.03287 3.82273 0.0576 0.1034 0.1399
N -3.05205 -0.29194 3.33644 -0.0054 0.1851 -0.0079
C -4.18245 -0.32406 4.27799 -0.0660 -0.0760 -0.0936
C -2.98533 0.57120 2.31976 0.0546 -0.1594 0.1454
S -1.42292 1.39882 2.05760 -0.2041 -0.1577 0.0767
N -4.06607 0.91291 1.63892 0.0132 -0.0324 -0.0890
C -5.26488 0.06241 1.59073 0.0705 -0.0576 -0.0315
C -4.19750 2.12858 0.82963 0.0213 0.0421 0.1659
H -2.23847 -2.01034 4.15274 0.0091 -0.0089 -0.0002
H -1.42952 -0.51737 4.66793 -0.0393 0.0217 0.0163
H -1.16730 -1.17158 3.02797 -0.0526 0.0112 0.1273
H -3.76866 -0.22751 5.28129 0.0075 -0.0266 -0.0091
H -4.73383 -1.26128 4.21577 -0.0213 0.0094 -0.0317
H -4.84827 0.51345 4.10923 -0.0109 0.0424 -0.0204
H -4.98207 -0.98100 1.70724 0.0197 -0.0164 0.0654
H -5.71878 0.20035 0.61138 0.0304 -0.0335 -0.0164
H -5.99563 0.33942 2.34656 -0.0403 0.0091 -0.0049
H -3.33127 2.76566 0.94468 0.0317 0.0122 0.0024
H -5.09129 2.65900 1.15869 0.0153 0.0020 0.0064
H -4.31785 1.85270 -0.21213 0.0157 -0.0405 -0.1633
C 2.96115 -0.73762 3.83561 0.0155 -0.0208 -0.0343
C 2.05360 -0.39612 2.75405 0.0510 0.0121 -0.0283
N 1.34759 -0.11742 1.89823 -0.1543 0.0780 0.2192
H 2.48180 -1.45447 4.50085 -0.0085 0.0044 0.0008
H 3.21657 0.16441 4.39004 -0.0080 -0.0011 0.0074
H 3.86751 -1.17919 3.42283 -0.0030 -0.0001 -0.0045

***

Entry 3:
46
Properties=species:S:1:pos:R:3:forces:R:3 method="wB97M-V/def2-TZVPD" spin_multiplicity=1 relative_energy_kcal_mol=0.0
C 0.31074 -1.63974 -1.56605 1.5904 -0.1143 1.2961
C 1.23608 -1.44822 -0.57005 -1.2578 -0.5484 -1.6488
C 2.45151 -2.33223 -0.53884 0.0583 -0.1377 -0.3397
C 3.20985 -2.56653 -1.71295 0.7543 -0.6661 0.8525
C 4.34347 -3.42937 -1.68744 -1.2916 0.7256 0.5353
C 4.69887 -4.07025 -0.49752 -0.5381 0.8757 0.2018
C 3.99160 -3.80255 0.67972 -1.0186 0.5310 -0.6217
C 2.83719 -2.96840 0.63905 1.4583 -0.7745 0.3094
C 0.98536 -0.38686 0.49851 0.7171 -0.1972 -0.2664
O 0.11498 -0.89629 1.50247 -0.4027 0.2426 -0.4136
C 2.20686 0.25150 1.22438 -0.1192 -0.6346 0.1666
C 1.63887 1.63641 0.96078 0.4731 0.9790 -0.4618
C 0.65869 1.05683 -0.07332 -1.0316 0.4353 0.8115
N -0.72522 1.54588 -0.10716 0.0647 -0.4791 -1.4252
C -0.94340 2.55644 -1.18552 0.6936 -0.1163 1.2212
C -0.19016 3.83201 -0.89931 0.0516 0.7474 -0.1483
N 0.40407 4.81596 -0.75433 -0.5958 -1.1100 -0.0012
C -1.51736 1.73625 1.11822 0.4601 -0.5484 -0.3354
C -2.96652 1.45060 0.84973 -0.9665 -0.3042 -0.9048
C -3.37497 0.26466 0.17658 0.6166 0.5318 0.6226
C -4.68054 0.13079 -0.25879 -0.3429 0.4321 0.5073
C -5.64357 1.10528 0.01686 0.9505 0.5238 0.3448
C -5.24724 2.27868 0.67776 -0.6066 -0.3808 0.0463
C -3.93148 2.43145 1.09740 0.5538 0.1451 0.1118
H -0.57993 -1.03812 -1.67523 -0.0485 0.2112 0.1147
H 0.44537 -2.46061 -2.27399 -0.0426 0.2893 0.1745
H 2.91974 -2.05746 -2.61989 0.0724 0.0345 -0.1127
H 4.95733 -3.56831 -2.56713 -0.1699 -0.0257 -0.1091
H 5.55222 -4.71511 -0.48620 0.3755 -0.2708 0.0734
H 4.29867 -4.23161 1.63193 -0.1064 -0.0329 -0.2631
H 2.28985 -2.85707 1.56942 -0.1212 0.2653 -0.1833
H -0.70021 -1.17274 1.05432 0.2143 -0.0330 0.1636
H 2.29995 0.01372 2.28422 -0.1409 -0.2941 -0.0937
H 3.15091 -0.01009 0.74583 -0.0320 0.2971 -0.1277
H 2.32974 2.36654 0.53991 0.0304 0.0905 0.1276
H 1.15778 2.10032 1.82729 -0.0285 -0.2491 -0.1113
H 1.03057 1.19811 -1.09734 0.1220 -0.4241 0.3614
H -0.52508 2.21600 -2.15173 -0.4214 -0.1779 0.5121
H -2.01185 2.79249 -1.30241 0.3539 -0.1504 0.0810
H -1.38475 2.74409 1.44869 -0.1768 0.9673 0.4900
H -1.17921 1.10471 1.94610 0.3823 -0.1007 -0.4623
H -2.66096 -0.56432 0.05323 -0.2898 0.5726 -0.2467
H -5.02157 -0.72707 -0.79838 0.1262 -0.5985 -0.1276
H -6.66005 0.88484 -0.25944 -0.2364 0.3611 -0.1319
H -5.95038 3.08694 0.89683 0.0803 -0.4045 -0.1140
H -3.62582 3.34244 1.64381 -0.2141 -0.4850 -0.4751

***

Entry 4:
50
Properties=species:S:1:pos:R:3:forces:R:3 method="wB97M-V/def2-TZVPD" spin_multiplicity=1 relative_energy_kcal_mol=39.3
C 0.38554 4.13153 -1.84131 -0.1593 -0.3304 0.1857
C -0.57393 3.40770 -0.90695 0.1541 0.5262 0.1406
O -0.50883 1.99450 -1.07727 -0.0337 -0.3150 -0.1745
C 0.50997 1.36198 -0.44936 0.3338 0.3014 0.3183
O 1.30802 1.95052 0.24484 -0.2450 0.1599 -0.1317
C 0.51567 -0.06907 -0.72871 0.1671 -0.4460 -0.2482
C 1.51927 -0.86391 -0.28557 -0.4248 0.7831 -0.1390
C 2.60806 -0.35785 0.58070 0.2854 -0.0290 0.2341
C 3.81209 0.05872 0.02761 -0.1360 -0.0778 0.0091
C 4.83063 0.51036 0.84698 0.0662 0.0165 -0.0522
C 4.65711 0.53996 2.21991 0.0498 0.0485 0.0501
C 3.45956 0.12065 2.77381 -0.0192 -0.0207 0.0833
C 2.43703 -0.32890 1.95906 0.0003 -0.0517 -0.1600
N 1.58558 -2.19159 -0.62734 -0.1512 -0.0602 -0.0688
C 2.60673 -3.04840 -0.06339 0.2688 -0.4669 0.1064
C 0.79853 -2.71902 -1.65395 0.1326 0.0026 -0.1790
O 0.97469 -3.84187 -2.07783 -0.0414 -0.3307 -0.0862
N -0.11879 -1.87227 -2.17528 -0.2208 0.2120 -0.2726
C -0.62123 -0.68885 -1.50984 -0.0056 0.1456 0.2692
C -1.76836 -0.99148 -0.55902 -0.1023 -0.0955 -0.1045
C -1.82790 -2.17891 0.14698 0.0286 0.0811 -0.1289
C -2.86741 -2.40457 1.03671 -0.0993 0.1474 0.0539
C -3.84580 -1.45089 1.24640 0.1536 0.0383 -0.1099
O -4.87527 -1.63807 2.11501 -0.1721 0.0364 0.0988
C -3.78744 -0.23312 0.53973 -0.0980 -0.1712 0.1755
O -4.77960 0.65775 0.80658 0.0354 -0.3919 0.1550
C -4.73552 1.91152 0.17438 0.0004 0.2038 -0.1167
C -2.75478 -0.02959 -0.35958 -0.1552 0.0447 0.0717
H 0.26199 5.20509 -1.73132 -0.0002 0.1360 -0.0147
H 1.40963 3.86607 -1.59158 0.0709 0.0343 -0.0039
H 0.18817 3.85347 -2.87407 -0.0183 0.0288 -0.1030
H -0.33855 3.65103 0.13449 -0.1316 -0.0263 -0.1541
H -1.61088 3.67382 -1.12759 0.1013 -0.0534 0.0647
H 3.94043 0.04299 -1.04517 0.0133 -0.0042 -0.1085
H 5.76141 0.84266 0.41136 0.0711 0.0264 -0.0329
H 5.45273 0.89547 2.85774 0.0632 0.0240 0.0500
H 3.31911 0.14827 3.84429 -0.0108 0.0036 0.0835
H 1.49596 -0.64628 2.38423 -0.1066 -0.0171 0.0462
H 2.51712 -3.07681 1.02271 0.0523 -0.0087 -0.0499
H 3.60626 -2.70097 -0.32889 -0.0480 -0.0484 0.0380
H 2.45301 -4.04500 -0.47494 0.0409 0.1374 0.0949
H -0.72029 -2.29295 -2.86837 0.1397 -0.0937 0.0932
H -0.96723 0.01245 -2.27699 0.0827 -0.1533 0.1448
H -1.08062 -2.94469 0.00793 0.0392 -0.1012 -0.0183
H -2.91552 -3.33887 1.58007 -0.0319 -0.0836 0.0648
H -4.79646 -2.50833 2.52439 0.0369 0.1243 -0.0936
H -3.81168 2.44953 0.41259 -0.0185 -0.0215 -0.0172
H -4.83178 1.81942 -0.91284 0.0223 0.0061 0.0380
H -5.58729 2.46643 0.56454 0.0750 0.0045 -0.0621
H -2.68912 0.89036 -0.91592 -0.0551 0.1256 -0.0397

***

| no. | Kohn-Sham gap (eV) | electronic energy (eV) |
| --- | --- | --- |
| 1 | 9.3 | -52443.313 |
| 2 | 6.7 | -72773.630 |
| 3 | 9.2 | -27159.487 |
| 4 | 8.7 | -35352.402 |